{
  "formula": "C4H4N2OS",
  "method": "wB97M-V/def2-TZVPD",
  "homo_energy_ev": -8.79,
  "smiles": "O=Cc1ccnn1S",
  "e_lumo_ev": -0.165,
  "homo_lumo_gap_ha": 0.3169,
  "e_above_lowest_kj_mol": 344.2,
  "symbols": ["C", "C", "C", "C", "H", "H", "H", "H", "N", "N", "O", "S"],
  "xyz": [[-0.0670, -1.5581, -1.1371], [-0.8224, -0.3926, -0.8371], [-0.3489, 0.1610, 0.3574], [-0.4817, 1.5732, 0.6029], [1.2167, 0.8499, 1.7267], [-0.2846, -2.2812, -2.0210], [-1.5335, -0.0303, -1.6234], [-1.5793, 1.8289, 0.1717], [0.8120, -0.6537, 0.4235], [0.8419, -1.6618, -0.3323], [0.1887, 2.3627, 1.1751], [2.0582, -0.1981, 1.4937]],
  "forces_ev_per_a": [[-6.9, 0.2, -6.2], [-2.5, -0.1, -2.1], [2.4, -2.4, -3.9], [-4.4, -0.3, -1.1], [1.4, 0.1, 0.7], [0.6, 1.4, 1.9], [0.3, -0.1, 1.5], [2.1, 0.1, 0.6], [-0.2, 2.5, 4.1], [6.3, -2.4, 3.0], [1.2, 0.9, 0.8], [-0.2, 0.2, 0.5]],
  "nbo_charge": [-0.07, -0.22, -0.10, 0.42, 0.15, 0.22, 0.23, 0.11, -0.24, -0.21, -0.52, 0.22]
}



{
  "formula": "C5H4AsIrNOS5",
  "method": "wB97M-V/def2-TZVPD",
  "homo_energy_ev": -3.66,
  "charge": -1,
  "e_lumo_ev": 2.509,
  "homo_lumo_gap_ha": 0.2267,
  "symbols": ["Ir", "O", "N", "C", "C", "C", "C", "C", "S", "H", "H", "H", "H", "S", "As", "S", "S", "S"],
  "xyz": [[0.3439, 1.0661, 1.4472], [1.4520, 2.4390, 0.2980], [0.7421, 3.4668, -0.1620], [1.4526, 4.5218, -0.6234], [0.8360, 5.6031, -1.1833], [-0.5625, 5.6029, -1.2751], [-1.2644, 4.5333, -0.7895], [-0.6141, 3.4343, -0.1957], [-1.4637, 2.1079, 0.4895], [2.5183, 4.4076, -0.5005], [1.4330, 6.4313, -1.5347], [-1.0840, 6.4423, -1.7152], [-2.3441, 4.4997, -0.8280], [-2.0720, 1.6859, 5.0990], [-0.5772, 0.2922, 4.6692], [-0.9434, -0.5122, 2.5757], [1.0814, 1.7461, 3.4576], [2.3326, 0.3784, 2.6297]],
  "forces_ev_per_a": [[-0.2, 0.4, -0.1], [0.0, 0.1, 0.1], [0.0, -0.1, 0.0], [0.0, 0.0, 0.0], [0.0, 0.0, 0.0], [0.0, 0.0, 0.0], [0.0, 0.0, 0.0], [0.0, 0.0, 0.0], [0.2, -0.2, 0.0], [0.0, 0.0, 0.0], [0.0, 0.0, 0.0], [0.0, 0.0, 0.0], [0.0, 0.0, 0.0], [0.0, 0.1, 0.0], [0.1, 0.0, 0.0], [0.0, 0.0, 0.0], [0.0, -0.3, 0.0], [0.0, 0.0, 0.0]],
  "nbo_charge": [0.44, -0.58, 0.01, 0.03, -0.28, -0.19, -0.23, 0.01, -0.04, 0.23, 0.22, 0.22, 0.23, -0.77, 0.59, -0.60, 0.04, -0.33]
}



{
  "formula": "C41H91N7O6",
  "method": "wB97M-V/def2-TZVPD",
  "homo_energy_ev": -8.04,
  "smiles": "CC1(C)CCCC(C)(C)N1O.CC1(C)CCCC(C)(C)N1O.CC1(C)CCCC(C)(C)N1O.CC1(C)CCCC(C)(C)N1O.COC[C@H](C)N.NC(N)=O",
  "e_lumo_ev": 0.498,
  "homo_lumo_gap_ha": 0.3138,
  "e_above_lowest_kj_mol": 154.1,
  "symbols": ["C", "C", "C", "C", "C", "C", "N", "O", "C", "C", "C", "H", "H", "H", "H", "H", "H", "H", "H", "H", "H", "H", "H", "H", "H", "H", "H", "H", "H", "H", "C", "C", "C", "C", "C", "C", "N", "O", "C", "C", "C", "H", "H", "H", "H", "H", "H", "H", "H", "H", "H", "H", "H", "H", "H", "H", "H", "H", "H", "H", "C", "C", "C", "C", "C", "C", "N", "O", "C", "C", "C", "H", "H", "H", "H", "H", "H", "H", "H", "H", "H", "H", "H", "H", "H", "H", "H", "H", "H", "H", "C", "C", "C", "C", "C", "C", "N", "O", "C", "C", "C", "H", "H", "H", "H", "H", "H", "H", "H", "H", "H", "H", "H", "H", "H", "H", "H", "H", "H", "H", "C", "C", "C", "O", "C", "N", "H", "H", "H", "H", "H", "H", "H", "H", "H", "H", "H", "C", "O", "N", "N", "H", "H", "H", "H"],
  "xyz": [[-19.9467, -15.6026, 5.9350], [-20.2308, -17.0333, 6.4125], [-19.0196, -17.4238, 7.2751], [-19.1815, -18.6481, 8.1558], [-20.4313, -18.3791, 9.0246], [-21.7017, -18.0084, 8.2262], [-21.4394, -16.9770, 7.2372], [-22.5376, -16.3562, 6.5777], [-22.3314, -19.3130, 7.7193], [-22.6553, -17.3546, 9.2568], [-20.3273, -17.9618, 5.1894], [-20.6350, -15.2033, 5.1805], [-19.0001, -15.5411, 5.3918], [-20.0635, -14.8820, 6.7452], [-18.2189, -17.5582, 6.5425], [-18.7491, -16.6211, 7.9657], [-18.2657, -18.8537, 8.7103], [-19.3108, -19.5545, 7.5515], [-20.1701, -17.4784, 9.5930], [-20.5611, -19.1783, 9.7532], [-22.9981, -18.9931, 6.9148], [-21.5940, -20.0359, 7.3636], [-22.8492, -19.8944, 8.4842], [-23.6414, -17.1168, 8.8304], [-22.9598, -18.1406, 9.9512], [-22.3150, -16.4039, 9.6629], [-19.3788, -18.0381, 4.6545], [-21.1537, -17.7191, 4.5263], [-20.4554, -18.9747, 5.5870], [-22.9647, -15.9677, 7.3531], [-15.8900, -16.5506, 1.5587], [-15.1258, -16.6754, 2.8959], [-16.1967, -17.0831, 3.9541], [-16.5006, -18.5698, 3.9557], [-15.2379, -19.4663, 4.0422], [-14.0926, -18.9930, 3.1075], [-14.0036, -17.5724, 2.8895], [-13.0260, -17.2706, 1.8975], [-12.7485, -19.4792, 3.7236], [-14.2429, -19.8391, 1.7961], [-14.6069, -15.2809, 3.3101], [-16.2394, -17.5323, 1.2161], [-15.2201, -16.1880, 0.7765], [-16.8375, -16.0137, 1.5677], [-15.8217, -16.6974, 4.9034], [-17.1622, -16.6248, 3.7377], [-17.0455, -18.9221, 3.0756], [-17.1317, -18.9459, 4.7661], [-15.4419, -20.5245, 3.8836], [-14.8014, -19.4783, 5.0478], [-11.8216, -19.5110, 3.1568], [-12.6179, -18.9369, 4.6659], [-12.9336, -20.5025, 4.0720], [-14.1654, -20.9086, 1.9677], [-15.1813, -19.5510, 1.3118], [-13.4755, -19.5254, 1.0838], [-15.4208, -14.5829, 3.5131], [-14.0095, -14.8613, 2.4940], [-13.9240, -15.2387, 4.1620], [-12.4730, -16.6881, 2.4342], [-20.9199, -10.6703, 0.2620], [-20.1479, -11.5570, 1.2446], [-20.9629, -12.8440, 1.6169], [-20.8403, -13.9008, 0.4838], [-19.3565, -14.3073, 0.3651], [-18.5148, -13.0865, -0.0577], [-18.8023, -11.9390, 0.8472], [-18.0757, -10.7735, 0.3935], [-17.0356, -13.4247, -0.0007], [-18.8824, -12.6984, -1.5086], [-20.0814, -10.8264, 2.5936], [-21.9586, -10.5549, 0.5848], [-20.9341, -11.0520, -0.7553], [-20.5484, -9.6453, 0.2871], [-20.6447, -13.2422, 2.5807], [-22.0348, -12.6426, 1.6249], [-21.2334, -13.2827, -0.3253], [-21.4191, -14.8012, 0.6814], [-19.2155, -15.0757, -0.3936], [-19.0927, -14.6295, 1.3742], [-16.6062, -14.0314, -0.7975], [-16.4366, -12.5107, 0.0041], [-16.7996, -13.9381, 0.9349], [-19.6158, -13.3960, -1.9209], [-19.1769, -11.6567, -1.5648], [-18.0816, -12.8043, -2.2475], [-21.0858, -10.7492, 3.0080], [-19.6655, -9.8136, 2.5524], [-19.3747, -11.3338, 3.2536], [-17.4505, -10.7459, 1.1270], [-13.4818, -18.9219, -6.2438], [-13.2938, -18.0755, -4.9759], [-13.8522, -16.6745, -5.2033], [-13.8426, -15.7506, -3.9926], [-14.7814, -16.3792, -2.9378], [-14.3828, -17.8632, -2.6546], [-14.0472, -18.6367, -3.8492], [-13.5820, -19.9447, -3.5642], [-13.1649, -17.7489, -1.7266], [-15.5141, -18.5355, -1.9341], [-11.7686, -17.9105, -4.7348], [-12.8711, -18.5590, -7.0693], [-14.5094, -19.0666, -6.5813], [-13.0993, -19.9238, -6.0295], [-13.2931, -16.2055, -6.0228], [-14.8410, -16.7224, -5.6727], [-14.2367, -14.7530, -4.1895], [-12.8567, -15.6234, -3.5506], [-15.8462, -16.1751, -3.0917], [-14.6753, -15.8389, -1.9905], [-12.8716, -18.7466, -1.3699], [-12.2859, -17.3529, -2.2259], [-13.4249, -17.2935, -0.7691], [-15.6360, -18.2816, -0.8735], [-16.4484, -18.3181, -2.4515], [-15.3063, -19.5947, -1.7403], [-11.4911, -16.8582, -4.6684], [-11.1409, -18.2713, -5.5563], [-11.3367, -18.4346, -3.8812], [-14.2536, -20.4979, -3.9776], [-11.5784, -23.7441, 5.4512], [-11.1320, -24.4367, 4.1632], [-11.5445, -25.9086, 4.0299], [-12.9298, -25.9815, 3.7884], [-13.3495, -27.3331, 3.5623], [-11.6217, -23.6002, 3.0324], [-11.5172, -22.6604, 5.4535], [-11.1129, -24.3024, 6.2662], [-12.6567, -23.9119, 5.5675], [-10.0391, -24.4733, 4.0887], [-11.1890, -26.4548, 4.9126], [-10.9849, -26.3224, 3.1807], [-14.2437, -27.2487, 2.9505], [-13.5276, -27.8354, 4.5146], [-12.5694, -27.8868, 3.0348], [-12.5264, -24.0663, 2.8922], [-11.1505, -23.8520, 2.1610], [-8.8692, -20.8793, 2.7178], [-7.8515, -20.2298, 2.9111], [-9.4411, -21.7159, 3.6324], [-9.5282, -20.8630, 1.5093], [-10.3733, -22.0634, 3.4344], [-9.0677, -21.7458, 4.5626], [-9.4341, -19.9848, 1.0279], [-10.3012, -21.4695, 1.3172]],
  "forces_ev_per_a": [[-0.5, 0.6, -0.9], [-0.3, 1.1, -0.5], [0.3, -0.3, -0.1], [-1.0, -0.4, -0.7], [1.5, 1.1, -0.2], [-0.8, -0.4, 1.2], [2.2, 0.1, 0.4], [0.0, -1.0, 0.6], [-0.1, 0.1, -0.6], [-1.3, -0.7, -0.7], [0.1, -0.9, 0.9], [-0.4, -0.6, 0.1], [0.3, 0.0, 0.6], [0.6, -0.1, 0.2], [0.2, 0.1, 0.3], [-0.1, 0.3, -0.3], [-0.1, 0.3, 0.4], [-0.2, 0.1, -0.1], [0.0, -0.1, 0.2], [-0.6, -0.1, -0.2], [-0.2, -0.6, 0.0], [0.1, 0.3, -0.4], [-0.3, 0.5, 0.1], [0.2, -0.1, -0.4], [0.5, 0.4, 0.7], [0.5, -0.4, 0.4], [-0.1, 0.5, -0.2], [0.0, 0.1, 0.0], [-0.3, 0.0, -0.3], [-0.2, 0.4, -0.5], [0.3, -1.0, -0.7], [-1.7, 1.2, 0.1], [0.4, -0.7, 0.0], [0.8, -2.0, 0.3], [0.8, 1.5, 0.5], [1.1, -2.6, -1.3], [-0.4, -0.4, 1.0], [-0.5, 0.4, 0.6], [-1.0, -0.4, 1.4], [-0.1, 1.6, -0.5], [0.3, 0.4, -0.7], [0.4, -0.2, 0.2], [-0.2, 0.2, -0.1], [0.4, 0.6, 0.4], [-0.2, -0.4, 0.3], [0.3, 0.6, -0.1], [0.0, 0.6, -0.3], [-0.2, 0.7, 0.2], [-0.2, 0.1, -0.5], [-0.3, 0.5, 0.2], [-0.3, 0.4, -0.4], [0.4, 0.2, -0.2], [0.1, -0.1, -0.2], [-0.1, 0.0, 0.1], [-0.2, -0.5, 0.0], [0.1, -0.2, 0.1], [-0.1, -0.1, -0.1], [-0.2, 0.1, -0.1], [-0.3, -0.6, 0.2], [0.4, -0.1, -0.5], [-0.4, 0.3, 0.1], [-1.1, -0.3, 1.0], [0.3, -0.9, -1.4], [0.8, 0.8, 1.0], [-0.9, 1.4, -0.2], [-0.4, 0.3, -1.0], [0.8, -0.8, 0.3], [-0.4, -0.7, 0.6], [0.9, 0.4, 1.1], [0.2, -0.5, -0.8], [0.8, 0.7, 0.0], [0.0, -0.3, 0.1], [0.0, 0.1, 0.0], [0.4, -0.1, -0.3], [0.0, 0.1, 0.0], [0.1, 0.6, 0.5], [0.1, -0.9, -0.8], [-0.4, 0.2, -0.1], [0.2, -0.2, 0.2], [0.4, -0.3, -0.1], [-0.6, -0.1, -0.2], [-0.1, 0.0, -0.1], [0.0, 0.1, 0.0], [-0.5, 0.4, 0.2], [-0.3, -0.1, -0.1], [0.4, 0.1, 0.5], [0.1, -0.1, 0.2], [-0.2, 0.1, -0.4], [-0.4, -0.4, 0.2], [0.2, 0.5, -0.3], [0.2, -0.8, 0.4], [0.4, 0.7, 0.3], [0.0, 1.0, -1.3], [-1.4, -0.6, 0.7], [0.6, 0.1, 0.2], [1.0, 1.0, 1.0], [-1.0, 0.1, -1.6], [0.1, 0.2, 0.4], [0.1, -1.5, 0.8], [-0.4, -0.8, 1.1], [0.9, -0.2, -0.1], [-0.1, 0.3, 0.0], [-0.1, 0.4, 0.2], [0.1, 0.0, 0.0], [0.4, -0.2, 0.1], [-0.3, -0.2, 0.6], [0.2, 0.0, -0.4], [0.1, -0.1, -0.1], [0.0, -0.6, -0.9], [0.4, -0.2, 0.1], [0.0, -0.1, -0.4], [-0.1, 0.5, 0.2], [0.1, 0.7, -0.3], [0.1, 1.0, -0.3], [-0.1, -0.5, 0.0], [-0.2, -0.2, -1.0], [-0.1, 0.0, 0.3], [-0.4, -0.1, -0.2], [-0.5, 0.0, 0.2], [0.0, -0.1, 0.1], [-1.0, -1.5, -0.1], [0.8, 0.8, -0.5], [0.4, 0.9, 0.0], [0.3, -0.7, 0.2], [0.2, 0.8, 0.1], [-0.8, -1.4, -0.3], [0.8, 0.0, 0.1], [0.1, 0.7, 0.4], [0.0, -0.2, 0.0], [0.0, 0.3, 0.3], [-0.4, -0.1, 0.2], [-0.1, -0.1, -0.1], [-0.1, -0.4, 0.1], [-0.2, 0.0, 0.0], [-0.1, 0.0, -0.2], [-0.3, 0.9, -0.2], [0.3, -0.1, 0.3], [0.4, -0.1, 0.3], [-0.5, -0.1, 0.1], [-0.1, 0.0, -0.3], [0.4, 0.4, -0.1], [0.1, 0.0, 0.4], [0.1, 0.1, 0.0], [-0.1, -0.3, -0.3], [-0.3, 0.2, 0.1]],
  "lowdin_charge": [-0.04, -0.51, -0.15, -0.18, -0.13, -0.51, -0.12, 0.00, -0.03, -0.04, -0.01, 0.07, 0.08, 0.09, 0.10, 0.12, 0.11, 0.10, 0.12, 0.12, 0.09, 0.07, 0.08, 0.08, 0.09, 0.09, 0.06, 0.09, 0.07, 0.08, -0.03, -0.50, -0.13, -0.18, -0.12, -0.49, -0.10, 0.00, -0.04, -0.03, -0.04, 0.07, 0.07, 0.06, 0.12, 0.11, 0.11, 0.09, 0.12, 0.11, 0.07, 0.08, 0.07, 0.08, 0.07, 0.06, 0.08, 0.08, 0.09, 0.11, -0.03, -0.52, -0.13, -0.17, -0.13, -0.49, -0.09, -0.02, -0.04, -0.02, -0.05, 0.09, 0.07, 0.08, 0.11, 0.11, 0.10, 0.11, 0.12, 0.11, 0.08, 0.08, 0.06, 0.08, 0.06, 0.08, 0.09, 0.08, 0.08, 0.10, -0.04, -0.50, -0.16, -0.16, -0.13, -0.51, -0.10, -0.02, -0.03, -0.03, -0.03, 0.08, 0.08, 0.08, 0.12, 0.12, 0.11, 0.10, 0.11, 0.10, 0.08, 0.07, 0.07, 0.06, 0.09, 0.09, 0.07, 0.08, 0.08, 0.10, -0.06, -0.43, -0.23, -0.20, -0.08, 0.02, 0.06, 0.08, 0.08, 0.13, 0.13, 0.12, 0.09, 0.09, 0.08, 0.08, 0.08, -0.68, 0.02, 0.16, 0.14, 0.03, 0.10, 0.10, 0.08]
}



{
  "formula": "C4H12BN",
  "method": "wB97M-V/def2-TZVPD",
  "homo_energy_ev": [-9.31, -8.30],
  "e_lumo_ev": [0.268, -0.643],
  "homo_lumo_gap_ha": [0.3521, 0.2814],
  "e_above_lowest_kj_mol": 503.3,
  "symbols": ["B", "C", "C", "C", "C", "N", "H", "H", "H", "H", "H", "H", "H", "H", "H", "H", "H", "H"],
  "xyz": [[-0.0558, -2.1573, -0.0425], [2.5583, 0.3925, 0.3465], [-2.0237, 1.1217, 0.5038], [1.4647, 0.6507, -0.6901], [-1.8752, -0.2123, -0.3080], [-0.5401, -0.8410, -0.0337], [1.0903, -2.4700, -0.1091], [-0.8199, -3.0304, -0.1086], [2.1082, 0.8586, 1.2205], [2.6441, -0.6395, 0.5856], [3.5344, 0.5760, -0.0584], [-1.3945, 1.0155, 1.4134], [-1.5502, 1.9866, -0.0064], [-2.9437, 1.4833, 0.8287], [0.8031, 1.3625, -0.2584], [1.2220, 0.4546, -1.7660], [-2.6332, -0.8606, -0.0147], [-1.8874, -0.0161, -1.3372]],
  "forces_ev_per_a": [[-0.2, 1.9, -0.5], [-2.0, -0.6, -1.7], [3.3, -0.2, -0.2], [-1.4, -0.7, 0.4], [2.9, 1.8, 1.7], [0.3, -0.5, -0.3], [0.3, 0.3, 0.2], [-0.9, -0.7, 0.2], [1.3, 0.4, 0.2], [-0.3, -1.3, 0.1], [0.6, 1.1, 0.3], [-0.5, -0.1, -0.3], [-0.2, -0.6, -0.1], [-2.0, 0.0, 0.2], [-0.6, 0.7, -0.3], [1.2, -0.2, 1.2], [-1.2, -1.5, 0.4], [-0.5, 0.2, -1.5]],
  "nbo_charge": [0.34, -0.70, -0.63, -0.16, -0.23, -0.59, -0.08, -0.07, 0.23, 0.24, 0.24, 0.22, 0.20, 0.21, 0.17, 0.21, 0.21, 0.19]
}



no.,strongest force on any atom (eV/Å)
1,9.27
2,0.47
3,3.05
4,3.81